Entry 1:
Molecular formula: C34H43AsCoN5O2S2SeSi2
Method: DFT, wB97M-V/def2-TZVPD

Its lowest unoccupied orbital energy (spin up / spin down) is 0.039 / 0.040 Eh. Its net charge is -1. As for the spin multiplicity: 2. The total energy is -9141.13434 a.u.

The geometry in XYZ format:
```
91
Properties=species:S:1:pos:R:3:forces:R:3
Co 0.32666 -0.14427 -0.24683 -0.448 -0.672 -0.758
C 2.05890 1.30328 4.36437 -0.032 0.016 0.016
C 2.03753 2.69872 3.73629 0.015 -0.082 0.063
C 0.62849 3.03261 3.27446 0.041 0.090 0.032
C -0.09503 3.90219 4.08353 0.022 0.016 -0.061
C -1.46452 4.06429 3.94520 -0.008 -0.058 -0.025
C -2.13078 3.26180 3.03952 -0.020 0.077 0.000
C -1.44717 2.37820 2.20881 -0.175 -0.023 -0.049
C -2.26562 1.39259 1.41628 0.113 -0.053 -0.002
C -2.91515 0.35595 2.33793 0.049 0.034 -0.044
C -0.04716 2.34497 2.23241 0.089 0.073 0.156
N 0.65726 1.54549 1.30843 -0.001 -0.046 0.030
C 1.84465 1.94028 0.97508 0.093 0.024 -0.017
C 2.74316 1.06694 0.31252 0.038 -0.018 -0.127
C 4.13308 1.12995 0.14576 -0.019 0.020 0.049
C 4.51614 -0.12266 -0.33202 -0.048 -0.035 -0.039
C 3.33864 -0.87855 -0.45171 0.037 -0.015 -0.054
N 2.27754 -0.16255 -0.07600 0.033 0.246 0.057
H 3.04435 1.06062 4.75836 0.048 -0.035 0.004
H 1.80319 0.54435 3.62541 0.009 -0.067 -0.024
H 1.33538 1.24127 5.18024 0.009 -0.010 -0.013
H 2.79641 2.73713 2.95818 -0.015 0.062 0.189
H 2.32488 3.44163 4.48343 0.010 0.012 0.006
H 0.43259 4.44130 4.86216 0.006 -0.012 0.014
H -2.00501 4.75685 4.57821 -0.003 0.002 -0.009
H -3.21291 3.29936 2.97319 -0.006 -0.007 -0.001
H -1.63424 0.85105 0.71099 -0.125 0.096 0.005
H -3.03311 1.91226 0.83911 0.010 0.011 0.008
H -2.15591 -0.11347 2.96539 -0.001 -0.008 -0.016
H -3.38795 -0.43125 1.75074 -0.051 -0.037 -0.033
H -3.66506 0.81186 2.98702 -0.002 0.013 0.021
H 2.19484 2.93941 1.23988 -0.049 -0.096 -0.139
H 4.76878 1.96505 0.39876 0.010 0.004 -0.009
H 5.51478 -0.46621 -0.55036 0.007 -0.001 0.025
H 3.23735 -1.90121 -0.78667 -0.024 0.007 0.014
O 3.25794 -2.06712 4.71921 -0.030 0.056 0.004
S 2.96041 -2.87799 3.57036 -0.024 -0.047 0.054
O 4.03804 -3.62899 2.98623 -0.015 0.014 -0.028
N 2.17541 -2.00283 2.42007 -0.090 -0.046 0.090
C 0.97166 -2.45637 2.21599 0.397 0.233 -0.166
S -0.15805 -1.93032 1.05677 -0.255 -0.030 0.026
C 0.57220 -3.61572 3.08416 -0.038 -0.029 0.052
C -0.62861 -4.30425 3.12804 -0.026 -0.024 0.015
C -0.75614 -5.34300 4.04187 -0.004 0.001 -0.003
C 0.29242 -5.68664 4.89132 0.018 0.020 -0.011
C 1.49707 -4.99505 4.84355 0.027 -0.023 0.024
C 1.60336 -3.96786 3.93037 0.017 0.081 -0.068
H -1.43799 -4.03046 2.46447 0.007 0.007 -0.004
H -1.68671 -5.89369 4.09631 0.000 -0.005 -0.002
H 0.16880 -6.50046 5.59456 -0.007 0.002 0.004
H 2.32143 -5.24885 5.49698 -0.001 -0.006 -0.002
C -4.88650 -1.34777 -2.89707 0.062 -0.003 0.005
Si -3.64802 0.01634 -2.48439 -0.104 0.026 -0.070
C -4.58238 1.14221 -1.28913 0.140 -0.006 0.021
C -3.42477 1.05230 -4.05090 0.077 -0.034 0.031
As -1.77589 -1.06014 -1.59517 -0.078 0.059 0.332
Si -0.74266 -1.70116 -3.58114 0.167 -0.139 0.073
C 0.79289 -2.62636 -2.98812 -0.007 0.086 -0.010
C -1.79932 -2.91681 -4.56605 -0.044 0.042 0.050
C -0.19369 -0.40891 -4.84410 0.026 0.120 0.136
H -5.79765 -0.93702 -3.34312 0.009 0.022 -0.003
H -5.15620 -1.87505 -1.97946 -0.014 -0.011 -0.007
H -4.46549 -2.08292 -3.58382 0.011 -0.018 -0.016
H -5.60990 1.25039 -1.64758 0.002 0.012 -0.028
H -4.14184 2.14012 -1.23742 0.016 0.016 0.032
H -4.61742 0.73187 -0.28097 -0.029 -0.035 0.064
H -4.34237 1.59876 -4.28748 -0.027 -0.023 0.021
H -3.17625 0.42380 -4.90721 -0.016 -0.013 -0.029
H -2.61935 1.77952 -3.92854 0.001 0.023 -0.041
H 0.51235 -3.61138 -2.60918 0.007 0.002 0.029
H 1.25573 -2.08529 -2.15765 0.043 -0.026 -0.023
H 1.54402 -2.75524 -3.77238 -0.031 -0.012 -0.033
H -2.23128 -3.67542 -3.91108 -0.001 -0.005 -0.008
H -1.19024 -3.41820 -5.32409 0.014 0.014 -0.003
H -2.61635 -2.40585 -5.08067 -0.025 -0.005 -0.006
H 0.47927 0.33108 -4.40620 -0.058 -0.068 -0.079
H -1.04414 0.12490 -5.26749 -0.010 0.010 -0.025
H 0.34015 -0.90039 -5.66328 0.001 -0.032 0.008
Se -0.85269 2.54792 -1.50671 -0.044 -0.188 0.106
N 0.40455 1.28999 -1.69420 0.365 0.558 0.209
C 1.34002 1.78426 -2.49513 -0.165 -0.095 -0.064
C 2.47604 1.07374 -2.98815 0.165 0.021 0.062
C 3.31638 1.70140 -3.84295 -0.015 -0.060 0.033
C 3.10285 3.05497 -4.26546 -0.060 0.077 0.007
C 2.02840 3.76034 -3.84290 0.087 -0.005 -0.018
C 1.10146 3.13374 -2.95225 -0.110 0.011 0.015
N -0.00584 3.70940 -2.51723 0.069 0.015 -0.096
H 2.64983 0.05662 -2.67655 -0.017 -0.059 0.078
H 4.17547 1.16216 -4.22101 0.016 0.031 -0.001
H 3.81136 3.51499 -4.94260 0.017 -0.035 -0.003
H 1.84321 4.77747 -4.15951 -0.025 -0.001 0.000
```
Forces are in eV/Å.

=====

Entry 2:
Molecular formula: C34H43Br4GeN8O3S2Si3V
Method: DFT, wB97M-V/def2-TZVPD

Its lowest unoccupied orbital energy (spin up / spin down) is 0.135 / 0.135 Eh. Its net charge is -2. As for the spin multiplicity: 1. The total energy is -16967.20776 a.u.

The geometry in XYZ format:
```
99
Properties=species:S:1:pos:R:3:forces:R:3
V 1.16612 -0.19252 1.05282 1.273 -2.466 -3.028
C -0.35149 -2.05013 5.93613 -0.080 0.015 -0.008
C 0.86797 -1.38915 5.91127 0.049 0.025 0.003
C 1.20881 -0.58908 4.83804 -0.074 0.171 -0.178
C 0.32284 -0.41487 3.77056 -0.459 -0.898 1.551
C -0.90448 -1.07575 3.80653 0.163 0.422 -0.248
C -1.22797 -1.89136 4.87641 -0.118 -0.129 0.240
N 0.68556 0.41666 2.71097 0.340 0.921 0.045
N 1.00988 1.61902 3.12548 -0.262 0.818 0.889
C 1.43912 2.37520 2.13621 -0.147 0.055 -0.135
C 1.97266 3.66478 2.38795 0.075 0.164 -0.082
C 2.56081 4.35676 1.37495 -0.125 -0.120 0.239
C 2.57196 3.77825 0.09433 -0.132 -0.504 -0.137
C 1.98192 2.55602 -0.08941 0.711 0.842 -1.120
N 1.42302 1.82848 0.88018 -0.579 -0.115 0.974
H -0.62453 -2.67381 6.77795 0.040 -0.056 -0.007
H 1.56523 -1.50503 6.73035 0.054 -0.037 0.017
H 2.16839 -0.09033 4.80191 -0.020 0.010 -0.042
H -1.61761 -0.90682 3.01393 0.072 -0.083 -0.050
H -2.18163 -2.40486 4.89138 -0.032 0.013 -0.064
H 1.93838 4.03174 3.39946 -0.061 0.011 0.150
H 3.01508 5.32396 1.53702 -0.001 0.071 0.099
H 3.03355 4.27800 -0.74183 -0.049 0.039 -0.148
H 1.95272 2.13546 -1.08790 0.046 -0.011 0.171
S 1.95108 -1.99347 -0.79004 0.433 0.131 0.260
C 3.67699 -1.85588 -0.58537 -0.644 1.001 1.326
C 4.41801 -2.72374 -1.38713 0.970 -1.035 -0.851
N 4.99645 -3.45259 -2.07153 -0.070 0.123 0.113
C 4.31422 -1.04886 0.33402 -1.370 -0.569 -0.699
S 3.57077 0.15879 1.30568 -0.492 0.106 -0.072
C 5.70992 -1.13432 0.43540 1.166 -0.040 0.100
N 6.85542 -1.18876 0.53949 0.132 0.006 0.008
Br 0.30658 -6.50854 3.84483 0.102 -0.047 0.074
C 0.03533 -4.92943 2.84060 -0.159 -0.228 0.134
C -1.12799 -4.76061 2.11982 -0.140 -0.249 0.127
Br -2.43777 -6.12906 2.10775 -0.067 -0.071 0.009
C -1.33414 -3.58075 1.39993 -0.261 -0.081 -0.086
Br -3.01445 -3.35293 0.54850 0.057 0.152 -0.187
C -0.38391 -2.57432 1.33586 0.396 -1.065 0.513
O -0.50702 -1.45392 0.68733 0.396 1.249 0.195
C 0.83349 -2.76277 2.08368 -0.867 -1.358 -0.232
O 1.71567 -1.85026 2.04346 0.164 1.180 0.081
C 0.99173 -3.92662 2.83719 0.317 0.121 0.107
Br 2.56529 -4.05783 3.87967 0.041 0.036 -0.141
C -2.85000 2.56750 -1.02042 0.437 -0.301 -0.073
Si -1.17497 2.17877 -1.90754 0.082 0.238 -0.637
C -1.77523 2.15751 -3.75024 0.266 -0.086 0.547
C -0.30067 3.89348 -1.79025 -0.185 -0.545 0.054
Ge 0.53278 0.01122 -1.60338 -0.630 1.339 -0.629
Si -0.83106 -1.52716 -2.99354 -0.541 -0.714 -0.408
C -2.73500 -1.37169 -2.66865 0.678 0.074 0.096
C -0.75370 -1.23991 -4.90771 0.264 0.293 0.725
C -0.37328 -3.38329 -2.81134 -0.004 0.690 0.167
Si 2.43714 0.47007 -3.18583 0.454 0.183 -0.506
C 2.98655 -1.10789 -4.14716 -0.430 0.381 0.510
C 4.06863 1.16875 -2.43291 -0.604 -0.258 0.144
C 1.99916 1.76695 -4.54545 -0.084 -0.478 0.523
H -3.29096 3.47803 -1.42662 0.143 0.175 -0.221
H -2.69542 2.72166 0.04047 0.061 0.059 0.267
H -3.57929 1.77282 -1.14210 -0.090 -0.198 -0.054
H -2.29893 3.07940 -3.99054 -0.128 0.278 0.047
H -2.45390 1.33535 -3.94442 -0.193 -0.254 -0.025
H -0.94512 2.06308 -4.43833 0.283 -0.036 -0.204
H -0.94149 4.68648 -2.17175 -0.258 0.053 -0.116
H 0.61852 3.90617 -2.36674 0.239 0.009 -0.101
H -0.04805 4.13150 -0.76201 0.033 0.057 0.163
H -3.00377 -0.35587 -2.39499 -0.051 0.247 0.040
H -3.05421 -2.02471 -1.86630 0.048 -0.152 0.231
H -3.31194 -1.64369 -3.54956 0.050 -0.041 -0.274
H -1.21220 -0.29757 -5.18154 -0.146 0.290 -0.036
H -1.28729 -2.02835 -5.43163 -0.164 -0.265 0.094
H 0.25927 -1.22262 -5.28965 0.289 -0.019 -0.084
H -0.51255 -3.70780 -1.78529 -0.034 -0.073 0.285
H 0.67628 -3.53961 -3.04350 0.188 0.020 -0.058
H -0.96356 -4.03463 -3.45130 -0.244 0.056 -0.192
H 3.65330 -1.71982 -3.54816 0.074 -0.025 0.100
H 3.50906 -0.85635 -5.06854 0.046 0.229 -0.119
H 2.13550 -1.73091 -4.40142 -0.146 -0.148 -0.074
H 4.16459 0.94094 -1.37537 0.009 -0.026 0.175
H 4.13675 2.24880 -2.52909 -0.115 0.244 -0.063
H 4.93501 0.74024 -2.93128 0.049 -0.161 -0.204
H 1.17399 1.41991 -5.15631 -0.242 -0.091 -0.197
H 2.84780 1.94838 -5.19904 0.275 -0.066 -0.084
H 1.70843 2.71828 -4.11211 -0.092 0.211 0.152
C -5.51113 0.93269 1.32921 0.078 0.091 -0.084
N -4.28701 1.10578 2.06140 -0.126 -0.245 -0.104
C -4.13802 2.16690 3.01909 0.357 0.151 0.220
C -2.58228 2.31180 3.08671 -1.045 0.017 0.123
O -2.02573 3.10108 3.81304 0.109 0.166 0.133
N -2.05436 1.43131 2.20974 0.827 -0.220 -0.397
C -3.03334 0.79096 1.60129 -0.214 0.356 0.198
N -2.82341 -0.07481 0.62268 -0.134 0.070 0.071
H -6.34623 0.92757 2.03123 -0.018 -0.047 -0.056
H -5.50950 -0.01753 0.79687 -0.059 -0.010 0.002
H -5.65919 1.74522 0.60584 -0.086 -0.066 -0.025
H -4.54377 1.89171 3.99586 0.012 0.097 0.001
H -4.58693 3.10613 2.68498 -0.028 0.024 -0.031
H -1.87717 -0.47613 0.53710 -0.153 -0.092 -0.020
H -3.58409 -0.61088 0.24270 0.108 -0.003 0.095
```
Forces are in eV/Å.